[1]
{"formula": "C15H11CdF3N5", "method": "ωB97M-V with the def2-TZVPD basis set", "homo_lumo_gap_ev": 7.8, "charge": 1, "max_force_ev_per_a": 0.43, "symbols": ["Cd", "N", "C", "N", "C", "N", "N", "C", "C", "C", "C", "C", "C", "N", "C", "C", "C", "C", "C", "C", "H", "H", "H", "H", "H", "H", "H", "H", "H", "H", "H", "F", "C", "F", "F"], "coordinates": [[-1.311, 0.116, -1.475], [-1.147, -2.095, 2.666], [-1.573, -1.318, 1.674], [-0.797, -0.759, 0.794], [0.575, -0.967, 0.868], [1.410, -0.334, 0.099], [0.779, 0.481, -0.810], [1.365, 1.538, -1.191], [0.668, 2.460, -2.113], [1.296, 3.589, -2.599], [0.576, 4.453, -3.414], [-0.742, 4.160, -3.709], [-1.299, 3.002, -3.184], [-0.611, 2.175, -2.403], [1.095, -1.905, 1.861], [2.445, -2.260, 1.934], [2.876, -3.133, 2.907], [1.967, -3.659, 3.829], [0.632, -3.322, 3.773], [0.202, -2.447, 2.781], [-1.815, -2.480, 3.317], [-2.643, -1.150, 1.607], [2.353, 1.793, -0.815], [2.329, 3.786, -2.342], [1.043, 5.345, -3.808], [-1.338, 4.812, -4.331], [-2.327, 2.729, -3.391], [3.131, -1.834, 1.215], [3.920, -3.412, 2.961], [2.311, -4.341, 4.596], [-0.076, -3.733, 4.483], [-3.811, -1.578, -1.418], [-3.432, -0.282, -1.507], [-3.894, 0.308, -0.349], [-4.156, 0.259, -2.508]], "lowdin_charge": [1.38, 0.14, -0.13, 0.04, -0.29, 0.07, -0.12, -0.06, -0.27, 0.00, -0.02, -0.02, -0.10, 0.00, -0.09, 0.00, -0.05, -0.04, 0.00, -0.17, 0.17, 0.14, 0.14, 0.12, 0.12, 0.12, 0.12, 0.12, 0.12, 0.12, 0.12, 0.02, -0.68, -0.02, 0.02]}

---

[2]
{"formula": "C15H12AuCl2N2O2", "method": "ωB97M-V with the def2-TZVPD basis set", "e_above_lowest_kcal_mol": 36.59, "s_squared": 2.092, "homo_lumo_gap_ev": [8.0, 5.6], "charge": 1, "max_force_ev_per_a": 2.15, "multiplicity": 3, "symbols": ["Au", "O", "C", "C", "C", "C", "C", "C", "C", "N", "N", "C", "O", "C", "C", "C", "C", "C", "C", "H", "H", "H", "H", "H", "H", "H", "H", "H", "H", "Cl", "C", "Cl", "H", "H"], "coordinates": [[-0.336, 0.295, -1.686], [1.465, 0.779, -2.617], [2.627, 0.362, -2.341], [3.654, 0.689, -3.287], [4.937, 0.265, -3.146], [5.297, -0.522, -2.034], [4.359, -0.852, -1.092], [3.016, -0.422, -1.171], [2.165, -0.801, -0.106], [0.891, -0.576, -0.005], [0.115, -0.891, 0.970], [-1.209, -0.907, 0.728], [-1.683, -0.766, -0.434], [-2.132, -1.019, 1.850], [-1.762, -0.568, 3.124], [-2.736, -0.381, 4.083], [-4.064, -0.673, 3.804], [-4.422, -1.206, 2.570], [-3.464, -1.369, 1.593], [3.334, 1.283, -4.130], [5.675, 0.504, -3.896], [6.317, -0.854, -1.920], [4.654, -1.473, -0.258], [2.647, -1.371, 0.690], [-0.730, -0.323, 3.315], [-2.465, 0.005, 5.052], [-4.820, -0.493, 4.552], [-5.448, -1.477, 2.377], [-3.721, -1.754, 0.617], [-0.866, 2.948, -2.062], [-2.508, 3.039, -1.375], [-3.271, 1.442, -1.480], [-3.083, 3.760, -1.955], [-2.431, 3.328, -0.328]], "lowdin_spin": [0.46, 0.25, 0.11, 0.05, 0.02, 0.12, -0.04, 0.14, -0.03, 0.39, 0.27, 0.08, 0.09, 0.01, 0.02, 0.00, 0.02, 0.00, 0.01, 0.00, 0.00, 0.01, 0.00, 0.01, 0.00, 0.00, 0.00, 0.00, 0.00, 0.02, 0.00, 0.01, 0.00, 0.00]}

---

[3]
{"formula": "C15H12BF4N5OReSe", "method": "ωB97M-V with the def2-TZVPD basis set", "s_squared": 0.755, "homo_lumo_gap_ev": [5.9, 6.3], "charge": 2, "max_force_ev_per_a": 3.06, "multiplicity": 2, "symbols": ["Re", "Se", "N", "C", "C", "C", "C", "C", "N", "C", "C", "N", "C", "C", "C", "C", "C", "N", "H", "H", "H", "H", "H", "H", "N", "C", "O", "C", "C", "H", "H", "H", "H", "H", "H", "F", "B", "F", "F", "F"], "coordinates": [[1.036, 0.232, 0.135], [-6.544, -0.355, 0.820], [-5.477, 0.893, 0.214], [-4.232, 0.470, 0.235], [-3.086, 1.223, -0.189], [-3.135, 2.518, -0.726], [-1.945, 3.148, -1.047], [-0.734, 2.501, -0.838], [-0.667, 1.260, -0.349], [-1.825, 0.620, -0.032], [-1.674, -0.719, 0.470], [-0.396, -1.188, 0.553], [-0.224, -2.445, 0.978], [-1.277, -3.274, 1.349], [-2.573, -2.797, 1.300], [-2.788, -1.490, 0.843], [-4.079, -0.873, 0.744], [-5.210, -1.447, 1.092], [-4.095, 2.987, -0.874], [-1.939, 4.150, -1.445], [0.206, 2.988, -1.070], [0.796, -2.802, 1.042], [-1.069, -4.280, 1.681], [-3.423, -3.392, 1.601], [4.730, -1.644, 0.241], [3.601, -1.087, -0.126], [2.678, -0.910, 0.713], [3.349, -0.667, -1.549], [1.841, -0.539, -1.767], [4.896, -1.828, 1.224], [5.497, -1.772, -0.401], [3.786, -1.367, -2.264], [3.841, 0.305, -1.672], [1.386, -1.512, -1.967], [1.622, 0.140, -2.593], [3.599, 3.971, 0.413], [3.750, 2.808, 0.957], [2.098, 1.766, -0.195], [3.112, 2.493, 2.055], [4.567, 1.916, 0.443]], "lowdin_spin": [0.86, 0.00, 0.00, 0.00, 0.00, 0.00, 0.00, 0.01, 0.01, 0.00, 0.00, 0.01, 0.01, 0.00, 0.00, 0.00, 0.00, 0.00, 0.00, 0.00, 0.00, 0.00, 0.00, 0.00, 0.01, 0.01, 0.03, 0.00, -0.03, 0.00, 0.00, 0.00, 0.00, 0.00, 0.00, 0.00, 0.00, 0.07, 0.00, 0.00]}

---

[4]
{"formula": "C15H12Br2I2N3O4RhSe", "method": "ωB97M-V with the def2-TZVPD basis set", "e_above_lowest_kcal_mol": 28.78, "homo_lumo_gap_ev": 3.8, "charge": 2, "max_force_ev_per_a": 1.88, "symbols": ["Rh", "Br", "C", "Br", "H", "H", "I", "C", "I", "H", "H", "Se", "N", "C", "C", "C", "C", "N", "C", "N", "H", "H", "H", "O", "C", "O", "C", "C", "C", "C", "O", "C", "O", "C", "C", "H", "H", "H", "H", "H"], "coordinates": [[0.069, 1.992, -0.053], [-1.839, 1.723, 1.946], [-0.355, 2.304, 3.052], [0.768, 3.444, 1.971], [0.223, 1.427, 3.315], [-0.710, 2.859, 3.910], [2.132, 1.923, -1.717], [1.965, 3.595, -3.057], [0.079, 3.962, -3.937], [2.631, 3.322, -3.871], [2.308, 4.490, -2.553], [-2.522, 5.154, -1.126], [-3.538, 4.277, -2.250], [-3.104, 3.027, -2.319], [-3.598, 1.951, -3.117], [-2.981, 0.741, -3.000], [-1.872, 0.557, -2.124], [-1.392, 1.538, -1.401], [-1.989, 2.761, -1.480], [-1.504, 3.739, -0.756], [-4.431, 2.104, -3.791], [-3.317, -0.108, -3.578], [-1.385, -0.406, -2.037], [2.370, -0.234, -0.308], [1.433, -0.544, 0.401], [0.440, 0.270, 0.741], [1.276, -1.892, 0.987], [0.160, -2.637, 0.644], [0.010, -3.955, 1.089], [1.016, -4.455, 1.874], [1.099, -5.677, 2.438], [2.332, -5.716, 3.171], [2.957, -4.437, 3.005], [2.135, -3.701, 2.220], [2.306, -2.417, 1.794], [-0.608, -2.191, 0.025], [-0.847, -4.556, 0.823], [2.972, -6.502, 2.774], [2.131, -5.897, 4.225], [3.175, -1.835, 2.068]], "lowdin_charge": [0.58, 0.82, -0.87, 0.78, 0.03, 0.03, 1.30, -1.06, 0.90, -0.02, -0.02, 1.25, -0.17, -0.39, 0.07, 0.01, -0.03, -0.05, -0.61, -0.30, 0.15, 0.13, 0.14, -0.12, -0.56, -0.25, -0.16, -0.02, 0.04, -0.20, 0.07, -0.08, 0.06, -0.20, 0.09, 0.11, 0.13, 0.15, 0.15, 0.14]}

---

[5]
{"formula": "C15H12BrN3S", "method": "ωB97M-V with the def2-TZVPD basis set", "e_above_lowest_kcal_mol": 55.67, "homo_lumo_gap_ev": 7.8, "max_force_ev_per_a": 5.37, "smiles": "S=C1N=C(c2ccccc2)NCN1c1ccc(Br)cc1", "symbols": ["S", "C", "N", "C", "C", "C", "C", "C", "C", "C", "N", "C", "N", "C", "C", "C", "C", "Br", "C", "C", "H", "H", "H", "H", "H", "H", "H", "H", "H", "H", "H", "H"], "coordinates": [[-1.769, -2.704, 0.914], [-1.030, -1.316, 0.412], [0.018, -1.491, -0.450], [0.600, -0.591, -1.163], [1.712, -0.868, -2.047], [1.634, -0.490, -3.383], [2.779, -0.680, -4.198], [4.002, -1.288, -3.718], [3.946, -1.840, -2.472], [2.871, -1.545, -1.673], [0.143, 0.678, -1.133], [-1.082, 1.018, -0.364], [-1.504, 0.010, 0.530], [-1.879, 0.482, 1.801], [-3.183, 0.856, 2.160], [-3.540, 1.556, 3.352], [-2.588, 1.802, 4.448], [-3.432, 2.505, 5.977], [-1.296, 1.334, 4.192], [-0.941, 0.627, 2.934], [0.795, -0.014, -3.813], [2.776, -0.399, -5.254], [4.842, -1.378, -4.397], [4.789, -2.344, -2.031], [3.063, -2.043, -0.685], [0.355, 1.168, -1.991], [-1.969, 1.125, -0.930], [-1.002, 1.912, 0.270], [-4.007, 0.605, 1.467], [-4.524, 1.713, 3.472], [-0.575, 1.450, 4.891], [-0.005, 0.150, 2.883]], "lowdin_charge": [0.66, -0.83, 0.08, -0.31, -0.16, -0.03, -0.04, -0.06, -0.11, -0.03, 0.13, -0.11, -0.09, -0.25, -0.01, -0.11, -0.68, 0.75, -0.07, 0.06, 0.10, 0.10, 0.10, 0.11, 0.14, 0.13, 0.12, 0.14, 0.12, 0.04, 0.06, 0.09]}

---

[6]
{"formula": "C15H12CeN7O3S", "method": "ωB97M-V with the def2-TZVPD basis set", "e_above_lowest_kcal_mol": 1.57, "s_squared": 0.751, "homo_lumo_gap_ev": [7.5, 7.5], "charge": 2, "max_force_ev_per_a": 2.83, "multiplicity": 2, "symbols": ["Ce", "O", "C", "O", "C", "C", "C", "C", "C", "C", "S", "H", "H", "H", "H", "N", "C", "N", "C", "N", "N", "C", "N", "C", "C", "C", "C", "C", "N", "H", "H", "H", "H", "H", "H", "H", "H", "O", "N"], "coordinates": [[-0.031, -0.181, 1.158], [1.438, -0.117, -0.526], [2.334, 0.072, 0.365], [2.007, 0.763, 1.377], [3.581, -0.722, 0.345], [4.756, -0.161, 0.798], [5.940, -0.904, 0.788], [5.941, -2.213, 0.355], [4.752, -2.809, -0.070], [3.580, -2.069, -0.079], [2.181, -2.962, -0.658], [4.764, 0.862, 1.148], [6.859, -0.446, 1.124], [6.856, -2.788, 0.351], [4.754, -3.845, -0.385], [-2.301, -2.808, -0.193], [-2.832, -1.611, -0.475], [-3.936, -1.637, -1.207], [-4.456, -0.450, -1.510], [-5.560, -0.407, -2.238], [-3.931, 0.749, -1.119], [-2.856, 0.669, -0.399], [-2.218, -0.476, -0.016], [-2.283, 1.990, 0.043], [-2.812, 3.171, -0.443], [-2.265, 4.372, -0.013], [-1.206, 4.362, 0.881], [-0.728, 3.139, 1.311], [-1.253, 1.974, 0.907], [-2.807, -3.612, -0.530], [-1.467, -2.971, 0.344], [-5.990, -1.264, -2.545], [-5.977, 0.478, -2.472], [-3.636, 3.137, -1.138], [-2.663, 5.310, -0.378], [-0.751, 5.273, 1.241], [0.104, 3.086, 2.004], [1.129, -2.126, 1.449], [0.984, -2.826, 0.407]], "lowdin_spin": [1.01, 0.00, 0.00, 0.00, 0.00, 0.00, 0.00, 0.00, 0.00, 0.00, 0.01, 0.00, 0.00, 0.00, 0.00, 0.00, 0.00, 0.00, 0.00, 0.00, 0.00, 0.00, 0.00, 0.00, 0.00, 0.00, 0.00, 0.00, 0.00, 0.00, 0.00, 0.00, 0.00, 0.00, 0.00, 0.00, 0.00, -0.01, 0.00]}